No. 1
11
Properties=species:S:1:pos:R:3:forces:R:3:lowdin_charge:R:1 method="wB97M-V/def2-TZVPD" de_lowest_kcal_mol=2.5 lumo_ev=3.7 charge=-1 orbital_gap_ev=8.582 spin_multiplicity=1 homo_ev=-4.928 smiles="C[C@H](Cl)S(=O)(=O)[O-]" total_energy_ha=-1162.75695
Cl 0.376 1.824 1.305 0.4126 0.7364 0.4048 0.57
S 0.703 0.139 -1.336 1.9849 -0.0491 3.0850 0.45
O 0.698 -1.338 -1.566 0.1218 2.1756 -0.1582 -0.42
O 1.975 0.888 -1.498 -1.0532 -1.6127 -0.0506 -0.42
O -0.413 0.914 -1.816 -0.8977 -0.3419 -0.5845 -0.38
C -0.976 -0.379 0.806 0.7720 -2.9261 -4.0310 -0.24
C 0.359 0.172 0.744 1.2051 0.0094 -2.9491 -0.80
H -1.586 0.069 0.053 -0.7211 0.7019 -0.2046 0.05
H -0.807 -1.426 0.353 -0.6361 1.0728 1.0877 0.11
H -1.404 -0.391 1.712 -1.6342 -0.1869 3.3945 0.02
H 1.075 -0.472 1.244 0.4458 0.4206 0.0059 0.07

---

No. 2
25
Properties=species:S:1:pos:R:3:forces:R:3:lowdin_charge:R:1 method="wB97M-V/def2-TZVPD" de_lowest_kcal_mol=0.0 lumo_ev=3.2 charge=-1 orbital_gap_ev=8.325 spin_multiplicity=1 homo_ev=-5.079 total_energy_ha=-3200.23367
Br -1.629 0.069 3.668 0.5908 -0.1612 0.1312 -0.03
O -4.022 0.483 2.174 -2.3796 -1.6231 0.2892 0.03
O -2.430 1.930 1.470 0.1456 -0.5921 0.4579 -0.01
N -0.936 0.059 -1.080 -0.6388 -0.6349 0.9242 -0.13
N -1.890 -0.731 -2.760 -2.6637 -2.5361 -1.8114 -0.06
N -0.986 0.049 -2.425 2.0774 1.5368 1.0765 0.00
C -2.507 -1.339 -1.687 1.1942 2.0533 0.7414 -0.12
C 2.310 0.412 0.973 0.1482 -0.7918 -0.1840 -0.15
C 1.068 -0.166 0.283 0.6851 -0.9952 -0.7937 -0.26
C -1.894 -0.748 -0.587 -0.6990 -1.2220 0.5479 -0.07
C -3.032 1.055 2.025 1.5507 2.4366 -0.9459 -0.90
C 3.288 -0.137 -0.106 -2.5839 -0.5324 0.6794 -0.14
C 0.024 0.779 -0.246 -3.1734 0.2682 2.0575 -0.14
C 2.033 -0.557 -0.916 -0.8010 2.5631 1.1176 -0.13
H 3.713 -1.058 0.285 1.0450 0.4596 -0.1580 0.10
H 2.169 1.442 1.031 0.3577 2.0566 -0.0786 0.09
H 1.880 -1.523 -1.219 0.2363 -2.4290 -1.1411 0.07
H 0.125 1.693 -0.769 1.8354 0.8269 -0.8681 0.12
H -2.070 -0.883 0.500 0.3093 0.2089 -0.9606 0.12
H 3.849 0.658 -0.536 1.2154 -0.1157 -0.4548 0.08
H 2.607 0.103 1.945 -0.3635 -0.4951 1.0378 0.09
H -0.626 1.195 0.580 0.7119 -0.7611 -0.3678 0.11
H 0.529 -0.996 0.847 0.7974 0.9371 -0.8262 0.15
H -3.390 -1.957 -1.746 0.2844 -0.0102 -0.1723 0.08
H 1.816 0.169 -1.702 0.1184 -0.4471 -0.2984 0.10

---

No. 3
116
Properties=species:S:1:pos:R:3:forces:R:3:lowdin_charge:R:1 method="wB97M-V/def2-TZVPD" de_lowest_kcal_mol=37.9 lumo_ev="-1.8 / -3.6" charge=+1 orbital_gap_ev="7.933 / 6.865" spin_multiplicity=2 homo_ev="-9.749 / -10.431" total_energy_ha=-5405.87371
Ba -0.210 0.117 -0.470 -4.5467 -0.7216 1.5347 1.69
Ge -0.245 2.747 -2.050 0.0622 1.3194 -0.6945 0.91
S 2.597 -0.713 -0.888 0.7673 0.1580 0.0447 0.84
P -2.632 -0.278 1.797 0.0901 0.1873 -0.0660 0.98
Si -0.608 -3.412 -1.836 0.2368 0.7140 0.3433 0.45
O 1.936 0.655 -0.567 3.6158 -0.1999 -0.3847 -0.92
O -0.249 -2.075 -0.966 -0.1094 -1.2889 -0.7580 -0.75
N 0.261 0.309 2.438 0.0866 0.1085 0.2131 0.01
N -1.947 0.535 3.157 -0.1594 -0.2501 0.0148 -0.13
C -0.519 1.316 -6.556 -0.0242 -0.0407 -0.0375 -0.07
C -4.186 4.433 -4.023 -0.1481 0.0746 -0.0017 -0.06
C 1.170 0.830 5.021 0.1281 0.0090 0.0800 -0.05
C 2.998 -0.604 -2.617 0.0257 0.0935 -0.0165 -0.21
C -4.898 1.815 -0.862 0.0395 0.0358 0.0067 -0.06
C -0.594 0.554 3.433 -0.0990 -0.0594 0.0307 -0.39
C 0.245 2.417 -6.200 0.0435 0.0519 0.0565 -0.07
C -2.434 -3.327 -2.329 -0.2521 -0.0490 -0.0650 -0.59
C 2.545 -3.774 -5.311 0.0412 -0.0159 0.0041 -0.09
C -3.988 3.446 0.651 0.0256 -0.0753 0.0245 -0.07
C 4.239 -0.585 -0.198 0.0425 0.1139 -0.0835 -0.21
C 1.570 0.290 2.754 -0.0260 -0.0149 -0.1155 -0.15
C -0.400 -4.912 0.564 -0.0097 0.0823 0.0104 -0.10
C -4.798 3.131 -0.425 -0.0242 0.0345 -0.1046 -0.07
C -4.360 6.290 -2.515 0.0532 -0.0661 0.0135 -0.03
C 1.906 -3.849 -2.997 -0.0310 -0.0619 0.0238 -0.13
C -4.209 0.813 -0.199 0.0045 -0.0068 -0.0338 -0.10
C -3.077 3.976 -3.374 0.0783 -0.2167 -0.0083 -0.04
C -2.734 6.537 -0.685 0.0198 -0.0251 -0.0787 -0.03
C -0.171 0.838 4.742 -0.0122 -0.0331 -0.0774 -0.01
C 0.268 -3.357 -4.656 0.0107 0.1288 0.0226 -0.09
C 2.079 0.535 4.004 -0.1136 0.0024 0.0115 -0.06
C -4.136 -2.472 2.472 -0.0165 -0.0616 0.0707 -0.10
C -0.074 -6.201 -1.421 -0.0387 0.0248 -0.0160 -0.09
C -2.542 4.667 -2.258 -0.0077 -0.0761 -0.0038 -0.19
C -2.881 -4.506 -3.196 0.0526 -0.0663 0.0186 -0.08
C -0.955 4.948 -0.451 -0.0838 0.1138 0.1418 -0.12
C -4.085 -1.082 2.519 0.0416 -0.0977 0.0840 -0.37
C -0.397 2.130 -3.888 0.1640 -0.1250 -0.1265 -0.36
C -1.377 4.237 -1.549 -0.0582 0.0632 -0.0636 -0.27
C -1.158 1.025 -4.261 0.0037 -0.0781 -0.0606 -0.14
C -5.130 -0.375 3.115 -0.0337 0.0510 -0.0467 -0.09
C -5.219 -3.152 3.016 0.0326 0.0548 -0.0048 -0.07
C -0.312 -4.957 -0.830 -0.0551 -0.2052 0.1719 -0.23
C -6.201 -1.053 3.667 -0.0117 -0.0628 -0.0083 -0.07
C 0.058 -7.351 -0.656 0.0212 0.0099 0.0074 -0.08
C -0.039 -7.279 0.726 -0.0049 0.0014 0.0290 -0.09
C -3.298 2.442 1.319 -0.0330 0.0534 -0.0373 -0.09
C -1.218 0.614 -5.586 0.0236 0.0288 0.0211 -0.07
C -2.745 -2.011 -3.042 0.0147 0.0784 -0.0418 -0.10
C -6.246 -2.443 3.616 0.0094 0.0222 -0.0032 -0.07
C 1.237 -3.465 -5.647 -0.0270 0.0229 0.0175 -0.08
C -3.261 -3.335 -1.037 -0.0043 -0.0689 0.0589 -0.10
C 1.616 3.338 -1.813 -0.0861 0.1023 0.0321 -0.24
C 2.878 -3.975 -3.977 0.0083 0.0339 -0.0231 -0.10
C -1.636 6.103 -0.005 0.0652 -0.1136 -0.0721 -0.07
C -0.265 -6.055 1.338 0.0198 -0.0300 -0.0434 -0.09
C -3.424 1.117 0.916 0.0246 -0.0520 0.0768 -0.42
C -3.207 5.834 -1.823 -0.1562 0.2800 0.1078 -0.18
C 0.575 -3.534 -3.306 0.0700 -0.1047 -0.0456 -0.21
C 0.316 2.817 -4.873 -0.0210 -0.1041 -0.0780 -0.10
C -4.840 5.610 -3.595 0.0962 -0.0712 0.0137 -0.07
H -2.960 -2.527 -0.365 0.0476 0.0491 0.0210 0.04
H -1.279 6.638 0.865 0.0231 0.0040 -0.0031 0.11
H -3.157 -4.274 -0.491 0.0193 -0.0331 0.0043 0.08
H 3.496 0.350 -2.779 0.0222 -0.0048 -0.0964 0.07
H -0.568 1.006 -7.591 -0.0064 -0.0124 -0.0206 0.11
H 3.623 -1.450 -2.891 0.0371 -0.0376 -0.0040 0.06
H -1.735 0.475 -3.526 -0.0096 0.0279 0.0453 0.07
H 0.922 3.677 -4.615 0.0104 0.0253 0.0177 0.10
H -5.714 5.968 -4.120 -0.0345 -0.0090 -0.0247 0.11
H 0.966 -3.322 -6.684 -0.0156 0.0037 -0.0389 0.10
H 4.884 -1.297 -0.706 0.0310 -0.0519 -0.0148 0.07
H 3.890 -4.250 -3.708 0.0234 -0.0050 0.0073 0.10
H -1.815 -0.246 -5.860 -0.0156 -0.0196 -0.0015 0.10
H -4.324 -3.201 -1.267 -0.0399 -0.0063 -0.0174 0.09
H 1.963 3.286 -0.786 -0.0104 0.0163 0.0671 0.01
H -2.730 -5.456 -2.681 0.0174 -0.0141 0.0199 0.08
H -4.575 3.884 -4.871 -0.0025 -0.0006 -0.0177 0.11
H -0.746 -3.125 -4.956 -0.0578 -0.0192 -0.0110 0.08
H -2.166 -1.864 -3.955 0.0335 -0.0170 -0.0402 0.05
H -5.514 1.571 -1.717 -0.0260 0.0061 -0.0198 0.11
H -3.264 7.427 -0.369 -0.0133 0.0228 0.0150 0.12
H 4.198 -0.828 0.860 -0.0467 0.0456 0.0287 0.06
H 1.515 1.037 6.026 0.0042 0.0053 -0.0006 0.12
H -2.346 -4.561 -4.144 0.0543 0.0234 -0.0564 0.07
H 2.267 2.720 -2.426 0.0268 -0.0091 -0.0339 0.01
H 2.242 0.068 1.935 -0.0040 0.0458 -0.0420 0.07
H -0.335 -5.992 2.417 -0.0036 -0.0041 0.0284 0.10
H -3.947 -4.425 -3.428 -0.0499 0.0113 0.0109 0.09
H 0.789 2.967 -6.957 0.0109 0.0139 -0.0212 0.11
H -7.091 -2.970 4.038 -0.0263 -0.0097 0.0179 0.11
H -3.331 -3.027 2.007 0.0276 0.0000 -0.0210 0.09
H -7.011 -0.503 4.126 -0.0240 0.0227 0.0154 0.11
H -5.255 -4.232 2.968 -0.0113 -0.0306 0.0023 0.11
H -5.124 0.710 3.122 0.0386 0.0131 -0.0054 0.11
H -0.076 4.632 0.099 0.0521 -0.0191 -0.0047 0.10
H -2.671 2.690 2.166 0.0019 0.0000 0.0349 0.10
H -0.572 -3.958 1.052 -0.0030 0.0610 -0.0096 0.09
H -3.805 -1.955 -3.311 -0.0426 -0.0505 -0.0141 0.10
H 3.296 -3.878 -6.082 0.0214 0.0011 -0.0226 0.10
H -2.611 3.055 -3.711 -0.0822 0.2279 0.0559 0.08
H -4.315 -0.216 -0.532 0.0157 -0.0358 0.0331 0.10
H -5.336 3.915 -0.944 -0.0095 0.0073 -0.0216 0.11
H 3.143 0.503 4.182 0.0339 0.0034 0.0110 0.11
H -3.883 4.474 0.971 -0.0204 0.0178 0.0046 0.11
H -2.544 0.668 3.963 0.0561 0.0674 -0.0784 0.11
H -0.903 1.043 5.511 -0.0270 0.0065 0.0242 0.12
H 0.017 -6.275 -2.499 -0.0067 -0.0010 -0.0423 0.11
H 0.066 -8.175 1.325 0.0042 -0.0238 0.0134 0.10
H 0.241 -8.303 -1.136 0.0044 -0.0288 -0.0206 0.10
H -4.851 7.189 -2.165 -0.0117 0.0376 0.0019 0.12
H 2.178 -4.041 -1.964 -0.0029 0.0036 0.0509 0.11
H 4.575 0.438 -0.357 0.0903 -0.0093 0.0174 0.08
H -2.548 -1.160 -2.383 0.0373 0.0452 0.0663 0.04
H 1.654 4.375 -2.152 0.0790 -0.0087 -0.0016 0.04
H 2.068 -0.676 -3.180 -0.0459 0.0343 0.0058 0.07

---

No. 4
25
Properties=species:S:1:pos:R:3:forces:R:3:lowdin_charge:R:1 method="wB97M-V/def2-TZVPD" de_lowest_kcal_mol=0.0 lumo_ev="-8.5 / -12.7" charge=+2 orbital_gap_ev="8.127 / 4.862" spin_multiplicity=3 homo_ev="-16.636 / -17.593" total_energy_ha=-934.58885
Au 0.025 0.494 -2.085 -0.0131 0.2549 -1.5655 0.56
O -0.002 2.589 0.401 0.4913 -1.5831 -6.2885 0.09
O 3.197 0.307 -1.579 -1.5755 0.6371 -1.0139 0.20
O -2.961 -0.099 -1.056 2.2231 0.9729 -1.5251 0.20
O -0.157 -0.426 0.779 0.0727 -0.3925 0.9846 0.00
O 0.053 -3.424 -2.838 -0.0196 3.8386 2.7799 0.08
O -0.196 4.992 -6.268 0.1652 -2.3461 2.5077 0.02
C 1.055 -0.912 1.393 -0.3425 -0.3706 1.1354 -0.08
C -0.141 4.207 -5.429 -0.1625 2.3172 -2.4796 -0.01
C 0.050 -2.487 -2.155 0.0549 -3.9948 -2.7525 0.01
C -0.649 -0.654 3.124 0.8181 0.1505 0.2905 -0.09
C 2.176 0.532 -2.007 1.7478 -1.1352 1.0029 -0.06
C -1.217 -0.349 1.752 0.5390 -0.0103 1.0817 -0.09
C 0.754 -1.269 2.837 -0.7477 -0.3989 0.4637 -0.09
C 0.090 2.298 -0.746 -0.4729 2.8324 7.1998 -0.02
C -2.000 0.213 -1.581 -2.3832 -1.3883 1.3626 -0.07
H 1.497 -0.916 3.558 -0.0618 -0.0016 -0.3570 0.14
H 1.840 -0.159 1.277 -0.0366 0.3447 -0.4104 0.17
H -2.006 -1.064 1.496 -0.1156 -0.1343 -0.6952 0.18
H -1.639 0.657 1.701 -0.1782 0.1565 -0.5576 0.16
H -0.506 0.268 3.692 -0.2475 0.0124 -0.0916 0.14
H -0.043 0.691 -3.794 -0.0807 -0.1606 0.1060 0.10
H 0.690 -2.357 2.932 0.1687 0.1531 -0.0317 0.14
H 1.377 -1.815 0.870 -0.0087 0.0894 -0.8088 0.17
H -1.286 -1.316 3.724 0.1651 0.1565 -0.3374 0.15

---

No. 5
55
Properties=species:S:1:pos:R:3:forces:R:3:lowdin_charge:R:1 method="wB97M-V/def2-TZVPD" de_lowest_kcal_mol=14.8 lumo_ev=-0.6 orbital_gap_ev=7.700 spin_multiplicity=1 homo_ev=-8.313 total_energy_ha=-3142.36990
I -4.582 3.066 -3.160 0.7848 -0.2589 0.2211 0.86
I 3.177 0.992 -3.870 0.0199 0.4484 0.0644 0.79
Sc -0.435 0.403 0.960 -0.7576 -1.3483 -0.0517 1.00
S -2.096 -3.836 2.448 0.3009 0.3784 -0.5317 1.02
O 0.468 4.057 2.851 -2.2143 -3.5551 -1.2596 -0.05
O 1.482 0.025 0.762 -1.4296 -0.7610 -1.2198 -0.11
O 3.551 0.217 1.413 1.0137 0.1003 0.2996 0.07
N -2.117 1.452 2.314 2.0071 -0.8355 -0.0019 -0.03
N 2.457 -1.665 -3.114 0.7406 -0.3459 1.6332 0.00
N -1.178 -1.429 -0.556 1.5504 0.3055 -0.4739 0.05
N 0.477 1.824 2.129 1.6310 1.1108 0.1407 -0.07
N -1.139 1.858 -0.779 -0.1268 0.4904 -1.1389 -0.01
C -2.631 2.921 -2.318 -0.6400 -0.6521 -0.0497 -0.66
C -0.849 -1.416 -1.869 -0.9729 -0.6540 0.2100 -0.12
C 4.117 -0.698 -1.514 -1.6703 -0.2063 -1.6330 -0.12
C -1.076 -1.389 2.232 0.1664 -0.5479 0.1218 -0.20
C 2.416 0.626 1.401 1.3241 0.0216 0.1453 -0.64
C 2.473 -2.783 -2.362 1.2060 0.5970 1.0794 -0.14
C 1.988 1.884 2.080 -1.7202 0.2661 1.7683 -0.08
C -2.260 1.821 -1.545 -0.1827 -0.2558 0.6589 -0.18
C -0.327 2.909 -0.956 0.2877 -0.3598 -0.0542 -0.09
C -1.223 -2.618 0.085 -0.5823 -0.7072 -1.5795 -0.28
C -1.248 -3.829 -0.677 -0.0201 1.4476 0.0269 0.00
C -1.749 3.988 -2.485 -1.3016 0.0604 -0.8250 -0.14
C -2.015 -2.857 3.828 0.1460 -0.4688 0.7632 -0.45
C 3.322 -2.955 -1.259 0.1604 0.5140 -1.7050 -0.04
C -1.355 -2.525 1.510 -0.5595 -0.4179 0.6964 -0.52
C -0.853 -2.548 -2.669 0.4884 0.9472 -0.7582 -0.08
C -1.656 2.806 2.631 0.4612 -0.5406 -0.2769 -0.15
C -1.110 -3.761 -2.054 -0.1994 0.4950 0.7790 -0.07
C 4.199 -1.941 -0.943 -0.1170 -0.0364 0.9101 -0.08
C -1.395 -1.683 3.598 -0.6060 0.3130 -1.0015 -0.24
C -0.569 3.968 -1.839 1.7058 -0.5172 1.5057 -0.03
C 3.244 -0.698 -2.626 -0.0756 0.4274 -0.4119 -0.79
C -0.124 2.946 2.514 1.4915 3.2394 1.6584 -0.50
H 0.603 2.829 -0.413 0.0987 0.3646 0.1975 0.11
H -3.009 1.456 1.884 -1.0200 -0.3752 0.1709 0.08
H -1.976 3.051 3.620 -0.0166 0.6585 0.6893 0.11
H -1.257 -4.635 -2.631 0.1044 -0.8638 -0.5297 0.10
H 1.858 -3.598 -2.611 -0.9416 -0.7025 -0.7035 0.08
H -2.007 4.795 -3.155 -0.0932 0.0985 0.0356 0.11
H 0.206 4.732 -1.906 -0.4092 -0.1179 -0.2038 0.13
H 2.337 2.773 1.587 0.1118 0.4165 -0.6172 0.12
H 4.896 -2.157 -0.176 0.6015 0.2039 0.8108 0.11
H -1.454 -4.769 -0.211 0.0856 -0.3371 0.3539 0.09
H 2.396 2.011 3.113 -0.2548 -0.4604 -0.7502 0.15
H -0.717 -0.456 -2.336 0.1523 0.3501 0.0400 0.10
H -2.814 0.860 -1.460 0.0450 1.0799 -0.1826 0.12
H -0.638 -2.408 -3.759 -0.2747 -0.4088 1.1629 0.13
H -1.955 0.745 3.060 -0.7851 0.8723 -0.7477 0.08
H -2.359 -3.131 4.819 -0.0827 -0.3977 -0.3191 0.07
H 3.475 -3.886 -0.762 -0.4505 -0.5937 0.1843 0.10
H -2.147 3.444 1.919 -0.0623 0.6759 -0.1843 0.11
H 4.542 0.222 -1.141 0.4113 -0.2733 -0.1322 0.10
H -1.363 -1.010 4.400 0.4701 1.1159 1.0151 0.08

---

No. 6
11
Properties=species:S:1:pos:R:3:forces:R:3:lowdin_charge:R:1 method="wB97M-V/def2-TZVPD" de_lowest_kcal_mol=16.3 lumo_ev=0.9 orbital_gap_ev=9.229 spin_multiplicity=1 homo_ev=-8.363 smiles="N/C=C/Br.C#N" total_energy_ha=-2800.76257
Br 2.698 -0.127 0.082 -0.7233 -0.1725 -0.1540 0.59
N -1.339 -1.119 -0.150 2.6996 2.0540 -3.3356 0.09
N -0.684 2.235 -0.178 0.2785 0.9026 -0.0419 0.08
C -0.030 -0.902 0.181 -0.7954 -0.7766 0.0746 -0.37
C 0.878 -0.343 -0.573 2.0592 1.3422 -3.0720 -0.63
C 0.200 2.175 0.553 -1.8070 -0.4093 -0.8440 -0.11
H -1.670 -0.903 -1.081 0.1609 0.0376 0.3531 0.11
H 0.816 0.086 -1.658 -0.2482 -0.9579 2.4346 0.10
H 0.774 1.691 1.268 1.3283 0.0741 0.9806 0.01
H -1.942 -1.515 0.429 -2.8210 -1.9728 2.9971 0.03
H 0.297 -1.278 1.128 -0.1316 -0.1215 0.6074 0.10